No. 1
C59H54NO2P2S4Tl | the ωB97M-V functional and the def2-TZVPD basis

ORCA input file:
```
! wB97M-V def2-TZVPD RIJCOSX def2/J DEFGRID3
* xyz 2 1
Tl 0.345 -0.165 -0.433
C 0.116 1.653 4.927
C -0.212 0.245 4.433
S 0.535 -0.322 2.887
C 2.297 -0.273 3.282
C 3.032 1.077 3.267
S 2.612 2.178 1.890
C 2.448 3.772 2.719
C 1.451 3.895 3.878
S -0.115 2.997 3.726
H 1.144 1.691 5.279
H -0.512 1.845 5.799
H -1.285 0.131 4.281
H 0.065 -0.473 5.208
H 2.748 -0.969 2.573
H 2.430 -0.736 4.262
H 4.104 0.867 3.251
H 2.843 1.622 4.189
H 2.163 4.449 1.912
H 3.427 4.103 3.071
H 1.202 4.952 3.984
H 1.911 3.606 4.822
O -1.982 -2.700 -0.478
C -3.182 -2.319 0.049
C -4.081 -3.192 0.654
C -5.308 -2.718 1.081
C -5.653 -1.381 0.917
C -4.719 -0.507 0.405
C -3.459 -0.958 -0.014
P -2.237 0.337 -0.376
C -2.766 1.069 -1.947
C -2.217 2.260 -2.426
C -2.613 2.761 -3.656
C -3.546 2.077 -4.425
C -4.094 0.893 -3.954
C -3.708 0.389 -2.721
C -2.639 1.511 0.949
C -3.141 2.781 0.690
C -3.657 3.547 1.728
C -3.695 3.040 3.017
C -3.202 1.766 3.274
C -2.669 1.008 2.248
C -1.651 -4.032 -0.673
C -2.538 -4.973 -1.180
C -2.103 -6.276 -1.353
C -0.798 -6.641 -1.038
C 0.089 -5.678 -0.600
C -0.328 -4.357 -0.421
P 0.889 -3.030 -0.184
C 1.821 -3.527 1.294
C 1.095 -4.139 2.321
C 1.710 -4.481 3.514
C 3.061 -4.218 3.703
C 3.785 -3.591 2.700
C 3.167 -3.235 1.508
C 1.879 -3.331 -1.694
C 3.225 -3.668 -1.761
C 3.835 -3.877 -2.993
C 3.110 -3.758 -4.167
C 1.758 -3.438 -4.108
C 1.151 -3.227 -2.883
H -3.831 -4.234 0.785
H -6.006 -3.405 1.542
H -6.624 -1.020 1.225
H -4.956 0.548 0.345
H -1.488 2.799 -1.839
H -2.192 3.692 -4.013
H -3.851 2.472 -5.385
H -4.829 0.360 -4.543
H -4.145 -0.536 -2.370
H -3.157 3.179 -0.315
H -4.047 4.535 1.517
H -4.114 3.630 3.822
H -3.255 1.362 4.278
H -2.330 -0.003 2.447
H -3.549 -4.697 -1.444
H -2.792 -7.014 -1.744
H -0.471 -7.664 -1.168
H 1.125 -5.938 -0.412
H 0.043 -4.362 2.187
H 1.137 -4.966 4.293
H 3.546 -4.500 4.628
H 4.836 -3.374 2.841
H 3.746 -2.701 0.766
H 3.816 -3.807 -0.868
H 4.882 -4.150 -3.027
H 3.588 -3.933 -5.123
H 1.174 -3.362 -5.017
H 0.091 -2.993 -2.855
S 4.385 -0.225 -2.554
C 4.726 -0.322 -0.889
C 3.592 -0.281 -0.132
C 2.421 -0.165 -0.923
C 2.698 -0.132 -2.261
C 1.718 -0.071 -3.351
C 2.094 0.039 -4.686
C 1.119 0.021 -5.664
C -0.209 -0.115 -5.288
C -0.503 -0.200 -3.941
N 0.431 -0.164 -2.986
H 5.748 -0.387 -0.547
H 3.619 -0.308 0.947
H 3.140 0.124 -4.952
H 1.393 0.103 -6.708
H -1.005 -0.151 -6.018
H -1.527 -0.311 -3.615
C 2.224 3.301 -1.570
C 0.962 3.403 -0.769
O 0.250 2.420 -0.564
C 0.564 4.715 -0.210
C -0.372 4.736 0.825
C -0.741 5.939 1.401
C -0.190 7.127 0.934
C 0.737 7.114 -0.101
C 1.125 5.909 -0.666
H 2.500 2.259 -1.706
H 3.038 3.840 -1.084
H 2.064 3.764 -2.549
H -0.769 3.799 1.189
H -1.452 5.951 2.219
H -0.481 8.069 1.381
H 1.163 8.041 -0.460
H 1.856 5.906 -1.464
*
```

Calculated values
HOMO level, eV: -12.45
Frontier orbital gap, eV: 7.101
Relative energy (zero: lowest compared OMol25 entry of this formula, charge and spin), kJ/mol: 3.0

No. 2
C59H55AsBr2CsNO5P2Se5 | the ωB97M-V functional and the def2-TZVPD basis

ORCA input file:
```
! wB97M-V def2-TZVPD RIJCOSX def2/J DEFGRID3
* xyz -2 1
Cs 2.601 0.596 -0.245
Se 6.864 2.639 1.494
Se 5.192 4.236 1.388
Se 3.686 3.928 3.199
Se 1.849 2.624 2.526
Br 2.445 1.247 -5.340
C 4.137 1.209 -4.374
Br 4.408 2.599 -3.050
H 4.930 1.295 -5.099
H 4.214 0.265 -3.874
C -2.340 4.686 5.130
C -2.810 3.355 4.487
C -4.119 2.917 5.192
C -2.983 3.628 2.996
C -3.863 4.596 2.573
C -3.926 4.995 1.236
C -2.998 4.460 0.363
C -2.103 3.471 0.736
P -0.796 2.914 -0.476
C 0.402 4.314 -0.337
C 1.466 4.293 -1.240
C 2.487 5.194 -1.101
C 2.446 6.142 -0.075
C 1.388 6.158 0.817
C 0.366 5.238 0.685
C -1.703 3.301 -2.069
C -1.411 4.394 -2.891
C -2.114 4.607 -4.064
C -3.085 3.698 -4.476
C -3.365 2.615 -3.675
C -2.691 2.401 -2.478
C -2.169 3.033 2.053
O -1.403 1.941 2.375
C -1.188 1.611 3.690
C -0.314 0.541 3.930
C 0.041 0.266 5.226
C -0.478 0.977 6.308
C -1.409 1.961 6.032
C -1.787 2.276 4.737
P 0.377 -0.436 2.571
C 1.742 -1.406 3.375
C 1.616 -2.772 3.658
C 2.667 -3.474 4.227
C 3.842 -2.818 4.561
C 3.966 -1.446 4.335
C 2.941 -0.759 3.692
C -0.977 -1.663 2.425
C -2.142 -1.613 3.177
C -3.204 -2.482 2.940
C -3.095 -3.422 1.932
C -1.931 -3.515 1.177
C -0.905 -2.634 1.418
H -3.119 5.444 5.034
H -1.452 5.014 4.605
H -2.098 4.524 6.180
H -4.955 3.590 5.017
H -3.969 2.872 6.283
H -4.387 1.927 4.860
H -4.546 5.052 3.310
H -4.659 5.741 0.898
H -2.963 4.837 -0.652
H 1.538 3.543 -2.013
H 3.348 5.211 -1.769
H 3.311 6.794 0.081
H 1.368 6.860 1.644
H -0.421 5.233 1.430
H -0.640 5.087 -2.585
H -1.884 5.449 -4.712
H -3.573 3.826 -5.429
H -4.131 1.910 -3.962
H -2.917 1.524 -1.862
H 0.711 -0.547 5.405
H -0.170 0.785 7.335
H -1.882 2.501 6.859
H 0.726 -3.336 3.419
H 2.551 -4.536 4.440
H 4.630 -3.392 5.019
H 4.882 -0.914 4.590
H 3.054 0.311 3.530
H -2.225 -0.904 3.987
H -4.099 -2.437 3.517
H -3.935 -4.063 1.689
H -1.817 -4.255 0.428
H 0.002 -2.667 0.832
O -0.573 0.242 -3.076
H -0.330 1.119 -3.402
H -0.915 0.430 -2.185
O 4.857 -2.404 1.221
H 5.043 -1.550 1.643
H 4.867 -2.226 0.278
O 2.147 -2.909 0.456
H 2.602 -3.075 -0.396
H 2.870 -2.714 1.093
O -1.881 -0.125 -0.470
H -1.380 0.425 0.154
H -1.808 -1.032 -0.125
C 0.161 -2.856 -7.521
C -0.389 -1.838 -6.778
C -0.169 -1.760 -5.403
C 0.607 -2.692 -4.763
C 1.189 -3.715 -5.515
C 0.955 -3.777 -6.874
As 0.802 -2.557 -2.800
C 1.430 -4.359 -2.492
C 2.734 -4.822 -2.579
C 3.038 -6.149 -2.296
C 2.017 -7.009 -1.892
C 0.711 -6.547 -1.788
C 0.409 -5.238 -2.090
C -0.934 -4.643 -2.081
C -2.129 -5.341 -1.878
C -3.356 -4.690 -1.976
C -3.378 -3.329 -2.235
C -2.186 -2.633 -2.462
C -0.977 -3.284 -2.413
H 0.007 -2.910 -8.580
H -0.975 -1.075 -7.262
H -0.609 -0.948 -4.815
H 1.846 -4.418 -5.044
H 1.402 -4.606 -7.425
H 3.540 -4.172 -2.882
H 4.065 -6.474 -2.409
H 2.227 -8.045 -1.673
H -0.080 -7.203 -1.467
H -2.098 -6.400 -1.654
H -4.289 -5.220 -1.844
H -4.314 -2.786 -2.268
H -2.211 -1.577 -2.736
Se 5.661 -2.433 -4.138
C 4.694 -2.036 -2.656
N 4.057 -1.806 -1.704
*
```

Calculated values
HOMO level, eV: -0.98
Frontier orbital gap, eV: 4.282

No. 3
C59H55GeI5N7Ti | the ωB97M-V functional and the def2-TZVPD basis

ORCA input file:
```
! wB97M-V def2-TZVPD RIJCOSX def2/J DEFGRID3
* xyz 1 1
Ti -0.951 1.262 0.514
I -0.944 1.745 -8.827
C -0.658 1.941 -6.778
C -1.512 2.735 -6.027
C -1.322 2.858 -4.662
C -0.257 2.231 -3.997
C 0.550 1.391 -4.776
C 0.362 1.253 -6.143
C -0.109 2.313 -2.523
C -0.816 3.230 -1.764
C -1.213 4.582 -2.151
C -1.695 5.196 -1.063
C -1.735 4.233 0.025
C -2.434 4.376 1.178
C -3.084 5.683 1.472
C -4.465 5.823 1.367
C -5.077 7.040 1.620
C -4.301 8.133 1.985
I -5.212 9.964 2.368
C -2.924 8.011 2.093
C -2.322 6.787 1.838
C -2.649 3.303 2.100
N -2.049 2.064 1.962
C -2.566 1.257 2.966
C -1.935 0.042 3.416
C -2.566 -0.660 4.571
C -3.483 -1.680 4.340
C -4.074 -2.369 5.389
C -3.741 -2.035 6.694
I -4.598 -3.075 8.279
C -2.838 -1.010 6.947
C -2.263 -0.325 5.887
C -0.683 -0.318 3.033
C 0.293 -0.951 3.914
C 1.510 -0.664 3.441
C 1.359 -0.014 2.144
N -0.016 0.174 1.901
C 2.340 0.331 1.273
C 2.062 0.815 -0.053
C 2.965 0.951 -1.097
C 2.256 1.396 -2.214
C 0.927 1.555 -1.823
N 0.796 1.175 -0.501
C 3.770 0.289 1.697
C 4.543 1.444 1.567
C 5.871 1.474 1.961
C 6.455 0.336 2.498
I 8.452 0.362 3.079
C 5.708 -0.822 2.647
C 4.380 -0.837 2.248
C -3.517 1.977 3.688
C -3.544 3.269 3.164
N -1.148 3.038 -0.425
H -2.342 3.244 -6.498
H -2.055 3.426 -4.108
H 1.332 0.810 -4.314
H 1.013 0.601 -6.710
H -1.013 5.031 -3.108
H -2.010 6.224 -0.981
H -5.068 4.971 1.075
H -6.150 7.138 1.529
H -2.322 8.863 2.377
H -1.247 6.687 1.927
H -3.730 -1.947 3.318
H -4.782 -3.163 5.193
H -2.587 -0.745 7.965
H -1.565 0.481 6.083
H 0.054 -1.419 4.854
H 2.447 -0.857 3.935
H 4.027 0.773 -1.036
H 2.675 1.679 -3.164
H 4.092 2.338 1.155
H 6.446 2.384 1.854
H 6.156 -1.713 3.067
H 3.816 -1.753 2.363
H -4.070 1.604 4.536
H -4.141 4.098 3.505
N -2.103 0.506 -1.122
C -3.513 0.991 -1.179
C -4.470 -0.009 -0.555
N -3.980 -0.462 0.742
H -1.590 0.932 -1.910
H -2.088 -0.498 -1.263
H -3.797 1.166 -2.218
H -3.553 1.953 -0.664
H -4.563 -0.881 -1.210
H -5.460 0.460 -0.521
H -4.473 -1.298 1.031
H -4.134 0.232 1.466
C 2.447 -7.306 -3.530
C 1.905 -6.111 -4.303
C 2.218 -4.769 -3.641
C 1.499 -4.579 -2.301
Ge 1.843 -2.849 -1.481
C 3.461 -2.777 -0.438
C 4.672 -3.225 -1.262
C 4.888 -2.370 -2.504
C 6.118 -2.790 -3.296
H 2.259 -8.238 -4.061
H 1.988 -7.399 -2.544
H 3.527 -7.220 -3.389
H 0.822 -6.205 -4.427
H 2.327 -6.107 -5.310
H 1.939 -3.957 -4.320
H 3.302 -4.691 -3.501
H 1.799 -5.341 -1.577
H 0.419 -4.687 -2.446
H 1.464 -1.656 -2.366
H 3.335 -3.425 0.433
H 3.596 -1.758 -0.080
H 4.568 -4.277 -1.549
H 5.562 -3.173 -0.629
H 4.967 -1.320 -2.207
H 4.007 -2.426 -3.159
H 7.019 -2.710 -2.686
H 6.258 -2.168 -4.179
H 6.036 -3.828 -3.627
I -0.692 -4.397 3.625
C -0.808 -3.611 1.718
C -2.028 -3.552 1.055
C -2.074 -3.082 -0.251
C -0.904 -2.697 -0.855
N 0.277 -2.749 -0.215
C 0.332 -3.192 1.050
H -2.928 -3.892 1.549
H -3.006 -3.035 -0.797
H -0.870 -2.356 -1.883
H 1.303 -3.198 1.526
*
```

Calculated values
HOMO level (spin up / spin down), eV: -7.96 / -8.00
Frontier orbital gap (spin up / spin down), eV: 4.415 / 4.455
Relative energy (zero: lowest compared OMol25 entry of this formula, charge and spin), kJ/mol: 0.0

| no. | F_max (eV/A) |
| --- | --- |
| 1 | 0.59 |
| 2 | 1.34 |
| 3 | 0.93 |